Record 1
ORCA calculation (ωB97M-V/def2-TZVPD) on a structure of composition C32H24ErINO7PS2.

Output
Kohn-Sham gap (spin up / spin down) ... 7.03 / 7.04 eV
E_LUMO (spin up / spin down) ... -0.771 / -0.771 eV
<S²> ... 3.7529
Multiplicity ... 4

Positions of all 69 atoms, in Å:
Er1 0.1077 1.2183 0.9155
O1 1.8964 3.2633 6.3173
C1 1.5457 2.9171 5.2246
C2 0.1729 3.1116 4.6008
O2 -0.7116 3.8195 5.0134
C3 0.1843 2.2755 3.3919
C4 1.4490 1.7033 3.1829
O3 1.6880 0.8985 2.1806
C5 2.3817 2.1586 4.2097
O4 3.5850 2.0080 4.2560
O5 -0.8176 2.0366 2.5979
I1 -1.4991 -0.7162 2.5735
C6 -1.9572 -2.7407 2.0237
C7 -2.2801 -3.5253 3.1434
C8 -2.7518 -4.7988 2.9902
C9 -2.9423 -5.2973 1.6963
C10 -2.6097 -4.5437 0.5677
C11 -2.8542 -5.1042 -0.7140
C12 -2.5185 -4.4141 -1.8878
C13 -1.9102 -3.2035 -1.7857
C14 -1.6406 -2.5778 -0.5158
P1 -0.6929 -1.0056 -0.7378
C15 -1.8094 -0.1536 -1.9083
C16 -3.1903 -0.2778 -1.7965
C17 -4.0279 0.4876 -2.5931
C18 -3.4959 1.3856 -3.5053
C19 -2.1184 1.5210 -3.6136
C20 -1.2783 0.7685 -2.8116
C21 0.6773 -1.6519 -1.7717
C22 0.7399 -1.6333 -3.1614
C23 1.8723 -2.0989 -3.8133
C24 2.9424 -2.6011 -3.0885
C25 2.8776 -2.6454 -1.7034
C26 1.7581 -2.1627 -1.0502
C27 -2.0405 -3.2240 0.6962
H1 -2.1766 -3.1075 4.1356
H2 -2.9923 -5.3835 3.8673
H3 -3.3556 -6.2850 1.5366
H4 -3.3151 -6.0825 -0.7585
H5 -2.7200 -4.8318 -2.8646
H6 -1.6201 -2.7016 -2.6963
H7 -3.6147 -0.9655 -1.0740
H8 -5.1019 0.3945 -2.4950
H9 -4.1501 1.9868 -4.1230
H10 -1.7012 2.2267 -4.3215
H11 -0.2047 0.9034 -2.8815
H12 -0.0875 -1.2583 -3.7497
H13 1.9182 -2.0721 -4.8946
H14 3.8284 -2.9539 -3.5999
H15 3.7072 -3.0408 -1.1320
H16 1.7149 -2.1744 0.0341
C28 -1.2965 4.4545 -0.9277
C29 -0.7711 3.2358 -0.2249
O6 0.3566 3.2958 0.3572
O7 -1.4249 2.1597 -0.2301
H17 -0.6454 4.6753 -1.7742
H18 -1.2617 5.3003 -0.2426
H19 -2.3115 4.2778 -1.2719
S1 2.3613 1.1488 -0.9029
C30 3.4414 1.9961 0.0718
N1 3.2432 3.2184 0.5322
C31 4.2826 3.8533 1.3291
C32 5.4338 2.8520 1.4836
S2 5.0272 1.4141 0.4345
H20 2.3180 3.6283 0.4613
H21 3.8875 4.1235 2.3094
H22 4.6072 4.7682 0.8297
H23 5.5031 2.4926 2.5038
H24 6.3886 3.2536 1.1551

=====

Record 2
ORCA calculation (ωB97M-V/def2-TZVPD) on a structure of composition C8H18AlF4NO5P.

Output
Charge ... -1
Kohn-Sham gap ... 8.16 eV
E_LUMO ... 2.707 eV
Multiplicity ... 1

Positions of all 38 atoms, in Å:
C1 0.8170 -4.0214 -1.6324
O1 1.0342 -2.9416 -0.7508
C2 -0.1978 -2.2805 -0.4090
C3 0.2104 -1.0042 0.3575
O2 -0.3001 0.1627 -0.2244
C4 0.4712 0.6246 -1.3021
C5 1.8513 1.1573 -0.9019
C6 1.7387 2.1173 0.2690
O3 2.2103 1.8786 1.3667
N1 0.9814 3.3108 -0.0255
C7 1.9307 4.3615 -0.4263
C8 0.2987 3.7437 1.2213
P1 -1.1000 -3.3810 0.8396
O4 -2.3428 -4.1366 0.0278
O5 0.0569 -4.4988 1.2868
H1 0.3510 -4.8801 -1.1381
H2 1.8029 -4.3406 -1.9837
H3 0.2490 -3.7089 -2.5186
H4 -0.8054 -2.0555 -1.2934
H5 1.2941 -1.0166 0.5128
H6 -0.2493 -1.0683 1.3485
H7 -0.0846 1.4600 -1.7380
H8 0.5848 -0.1061 -2.1208
H9 2.5165 0.3431 -0.6073
H10 2.3164 1.6964 -1.7354
H11 1.4248 5.3259 -0.4144
H12 2.3034 4.1234 -1.4274
H13 2.8078 4.4077 0.2390
H14 -0.3757 4.5547 0.9436
H15 -0.2514 2.8862 1.6038
H16 1.0382 4.1103 1.9432
H17 -2.9605 -4.3926 0.7212
H18 -0.3642 -5.2044 1.7888
F1 -4.1606 2.0223 2.0595
Al1 -3.8515 0.5551 1.2370
F2 -4.8355 0.4647 -0.1586
F3 -4.2047 -0.7643 2.2670
F4 -2.2055 0.4955 0.7750

=====

Record 3
ORCA calculation (ωB97M-V/def2-TZVPD) on a structure of composition C31H54AsO4P2S4SbSn.

Output
Energy above the lowest of the compared OMol25 structures with the same formula, charge and spin ... 48.7 kJ/mol
Charge ... -2
Kohn-Sham gap ... 6.21 eV
E_LUMO ... 4.074 eV
Multiplicity ... 1

Positions of all 98 atoms, in Å:
Sn1 1.2729 -0.1063 0.1503
S1 4.2927 -3.0495 2.8818
Sb1 3.9832 -0.9142 2.1425
S2 4.0191 -0.7223 -0.1950
S3 1.5684 -0.3260 2.5500
S4 5.1880 0.7605 3.0988
C1 -0.2133 3.5331 0.6052
C2 0.6097 3.7759 -0.6724
C3 -0.0796 3.0573 -1.8386
C4 0.6240 5.2831 -0.9347
P1 2.2479 2.8947 -0.3385
C5 2.9227 3.8925 1.0487
C6 2.8626 3.3093 2.3109
C7 3.2739 4.0076 3.4405
C8 3.7533 5.3006 3.3236
C9 3.8394 5.8920 2.0666
C10 3.4305 5.1917 0.9428
C11 3.4586 3.0882 -1.7672
C12 4.8630 2.9217 -1.1761
C13 3.1819 1.8963 -2.7015
C14 3.3831 4.3651 -2.6040
H1 -1.2606 3.7877 0.4197
H2 0.1695 4.1304 1.4347
H3 -0.2123 2.4815 0.9052
H4 -1.1039 3.4302 -1.9476
H5 -0.1589 1.9803 -1.6574
H6 0.4513 3.2191 -2.7793
H7 -0.4168 5.6228 -0.9882
H8 1.1063 5.5500 -1.8736
H9 1.1044 5.8297 -0.1218
H10 2.5079 2.2917 2.4196
H11 3.2471 3.5136 4.4031
H12 4.0778 5.8450 4.2029
H13 4.2280 6.8987 1.9610
H14 3.5225 5.6653 -0.0256
H15 4.9239 2.0382 -0.5350
H16 5.1651 3.7899 -0.5894
H17 5.5785 2.7911 -1.9968
H18 3.3728 0.9527 -2.1894
H19 3.8465 1.9571 -3.5717
H20 2.1517 1.8906 -3.0624
H21 3.5087 5.2762 -2.0194
H22 2.4394 4.4330 -3.1477
H23 4.1902 4.3349 -3.3458
C15 2.0695 -5.4410 0.5848
As1 1.6397 -3.5503 0.2888
C16 1.3128 -3.6721 -1.6562
C17 -0.2530 -3.5292 0.9511
C18 -1.0597 -4.7838 0.8683
C19 -1.4122 -5.4822 2.0235
C20 -2.1630 -6.6490 1.9630
C21 -2.5831 -7.1502 0.7387
C22 -2.2352 -6.4702 -0.4229
C23 -1.4825 -5.3073 -0.3572
H24 1.2869 -6.1000 0.2048
H25 2.2189 -5.6065 1.6511
H26 3.0099 -5.6453 0.0726
H27 0.9174 -4.6379 -1.9759
H28 2.2731 -3.4954 -2.1420
H29 0.6356 -2.8735 -1.9591
H30 -0.7301 -2.7134 0.3970
H31 -0.1585 -3.1929 1.9842
H32 -1.0855 -5.1002 2.9846
H33 -2.4259 -7.1653 2.8786
H34 -3.1752 -8.0561 0.6902
H35 -2.5538 -6.8474 -1.3876
H36 -1.2210 -4.7843 -1.2686
C24 -4.6071 -1.3919 -2.4121
C25 -3.1847 -0.8459 -2.4813
C26 -2.1871 -1.9018 -2.0194
C27 -2.8459 -0.3967 -3.8961
O1 -3.1548 0.3476 -1.6957
P2 -2.6243 0.5688 -0.1922
O2 -3.0343 1.9248 0.2401
O3 -1.1753 0.1494 -0.0992
O4 -3.4832 -0.5952 0.5475
C28 -3.6506 -0.6678 1.9704
C29 -4.7197 0.3304 2.4009
C30 -2.3369 -0.4048 2.7010
C31 -4.1145 -2.0958 2.2177
H37 -4.7274 -2.2466 -3.0835
H38 -5.3143 -0.6101 -2.6967
H39 -4.8288 -1.7020 -1.3900
H40 -2.2439 -2.7634 -2.6895
H41 -2.4061 -2.2301 -1.0016
H42 -1.1736 -1.4976 -2.0318
H43 -2.9237 -1.2355 -4.5925
H44 -1.8280 -0.0043 -3.9249
H45 -3.5306 0.3936 -4.2104
H46 -4.4264 1.3371 2.0987
H47 -4.8467 0.2926 3.4859
H48 -5.6724 0.0892 1.9227
H49 -1.9443 0.5861 2.4588
H50 -1.5765 -1.1353 2.4200
H51 -2.4962 -0.4557 3.7806
H52 -5.0312 -2.2926 1.6573
H53 -4.3098 -2.2511 3.2821
H54 -3.3482 -2.8027 1.8923

=====

Record 4
ORCA calculation (ωB97M-V/def2-TZVPD) on an isolated molecule of C3H6N2.

Output
Energy above the lowest of the compared OMol25 structures with the same formula, charge and spin ... 171.9 kJ/mol
SMILES string ... C[C@@H]1N=C1N
Kohn-Sham gap ... 10.32 eV
E_LUMO ... 0.906 eV
Multiplicity ... 1

Positions of all 11 atoms, in Å:
C1 -0.5688 -1.5285 -0.1235
C2 0.5783 -0.5608 0.0187
N1 0.8286 0.2474 1.3044
C3 0.3968 0.8377 0.2796
N2 0.1526 2.0768 -0.2503
H1 -0.3301 -2.5115 0.2948
H2 -1.4742 -1.1527 0.3637
H3 -0.7871 -1.6633 -1.1905
H4 1.4985 -0.8717 -0.4837
H5 0.4962 2.8415 0.3105
H6 -0.8041 2.2249 -0.5406

=====

Record 5
ORCA calculation (ωB97M-V/def2-TZVPD) on a structure of composition C27H24HgN3O4S5.

Output
Charge ... -2
Kohn-Sham gap (spin up / spin down) ... 3.21 / 5.25 eV
E_LUMO (spin up / spin down) ... 4.063 / 4.062 eV
<S²> ... 0.7683
Multiplicity ... 2

Positions of all 64 atoms, in Å:
Hg1 -0.3325 -0.8113 -0.1590
O1 3.9946 -0.2312 1.2443
S1 2.7689 -0.7368 0.6497
O2 2.8556 -0.9755 -0.7766
N1 1.4736 0.1535 0.9150
C1 1.2033 0.8502 2.1037
C2 2.1797 1.2302 3.0390
C3 1.8452 1.9744 4.1604
C4 0.5415 2.3774 4.3893
C5 -0.4739 2.0152 3.4877
C6 -1.8318 2.3964 3.6679
C7 -2.7930 1.9665 2.7457
C8 -2.3995 1.1933 1.6763
N2 -1.1163 0.8474 1.4447
C9 -0.1509 1.2350 2.3348
C10 2.4564 -2.3286 1.4001
C11 2.1831 -3.4197 0.5891
C12 1.9014 -4.6449 1.1713
C13 1.8847 -4.7708 2.5530
C14 2.1487 -3.6689 3.3554
C15 2.4345 -2.4406 2.7826
H1 3.2044 0.9450 2.8658
H2 2.6254 2.2525 4.8628
H3 0.2820 2.9750 5.2576
H4 -2.1052 3.0038 4.5242
H5 -3.8371 2.2323 2.8675
H6 -3.1238 0.8293 0.9538
H7 2.1917 -3.2856 -0.4846
H8 1.6779 -5.5001 0.5458
H9 1.6472 -5.7256 3.0066
H10 2.1229 -3.7676 4.4339
H11 2.6278 -1.5655 3.3911
O3 -4.6405 -6.2627 -0.4766
C16 -3.7756 -5.4129 -0.3985
S2 -2.9767 -4.6749 -1.7845
C17 -1.9165 -3.5664 -0.9102
C18 -2.0123 -3.5879 0.4389
S3 -1.2012 -2.5761 1.5791
S4 -3.1452 -4.7650 1.1104
S5 -0.8919 -2.5653 -1.8998
C19 3.1182 0.5664 -3.4802
C20 1.8487 0.8063 -2.6972
C21 1.8207 2.0596 -1.8549
O4 0.8905 0.0769 -2.7968
H12 3.3426 1.4299 -4.1116
H13 3.0116 -0.3306 -4.0878
H14 3.9299 0.4220 -2.7669
H15 2.8131 2.4825 -1.7082
H16 1.3859 1.8089 -0.8874
H17 1.1627 2.7875 -2.3370
C22 -2.5810 3.9351 -4.7608
C23 -2.3236 2.9556 -3.6523
C24 -2.0174 3.3749 -2.3601
C25 -1.7357 2.4368 -1.3832
N3 -1.7380 1.1241 -1.6004
C26 -2.0450 0.7175 -2.8317
C27 -2.3470 1.5811 -3.8697
H18 -3.1081 4.8186 -4.3983
H19 -3.1760 3.4728 -5.5490
H20 -1.6407 4.2722 -5.2037
H21 -2.0070 4.4333 -2.1242
H22 -1.5053 2.7468 -0.3685
H23 -2.0317 -0.3575 -2.9795
H24 -2.5947 1.1861 -4.8483

=====

Record 6
ORCA calculation (ωB97M-V/def2-TZVPD) on an isolated molecule of CH4N2OS.

Output
Energy above the lowest of the compared OMol25 structures with the same formula, charge and spin ... 336.1 kJ/mol
SMILES string ... ON/C=N/S
Kohn-Sham gap ... 9.78 eV
E_LUMO ... 0.642 eV
Multiplicity ... 1

Positions of all 9 atoms, in Å:
O1 0.2850 -1.9169 0.5573
N1 0.8480 -0.9545 -0.3452
C1 0.4325 0.3262 0.1570
N2 -0.5086 0.8588 -0.5447
S1 -0.8350 2.6199 -0.1893
H1 0.6842 -2.7641 0.3950
H2 0.3135 -1.1175 -1.1802
H3 0.9710 0.5749 1.1167
H4 -2.1906 2.3732 0.0334

=====

Record 7
ORCA calculation (ωB97M-V/def2-TZVPD) on a cluster of 11 separate species, C57H84N11O4 in total.

Output
Charge ... -1
Kohn-Sham gap ... 6.53 eV
E_LUMO ... 1.669 eV
Multiplicity ... 1

Positions of all 156 atoms, in Å:
C1 6.4767 -2.3356 -0.8125
O1 5.5583 -1.4431 -0.2218
C2 6.0599 -0.8652 0.9561
C3 5.2072 0.3233 1.3478
C4 3.7000 0.0680 1.3321
C5 2.8952 1.2088 0.6860
C6 1.4536 1.2941 1.1957
C7 0.4113 1.7038 0.1338
C8 -0.6126 2.6838 0.6960
C9 -1.9449 2.7350 -0.0503
N1 -3.0366 3.1103 0.8725
C10 -3.9974 2.0616 1.0785
O2 -4.8027 1.9244 -0.0971
C11 -6.1007 1.3778 0.0859
C12 -6.1280 -0.1144 -0.2776
C13 -6.1433 -0.2741 -1.8132
C14 -7.2462 -0.9358 0.3908
C15 -7.2858 -0.6947 1.8988
C16 -6.9966 -2.4256 0.1297
C17 -3.2214 0.7749 1.5070
O3 -2.9423 -0.0365 0.6128
O4 -2.8758 0.7611 2.6971
H1 5.9642 -2.9138 -1.5697
H2 7.2841 -1.7549 -1.2694
H3 6.9263 -2.9891 -0.0625
H4 6.1169 -1.5995 1.7673
H5 7.0878 -0.5273 0.7515
H6 5.4318 1.1281 0.6444
H7 5.5244 0.6800 2.3270
H8 3.4835 -0.8421 0.7807
H9 3.3302 -0.0880 2.3438
H10 2.9052 1.0610 -0.3930
H11 3.4201 2.1412 0.8951
H12 1.1720 0.3453 1.6487
H13 1.4229 2.0352 1.9949
H14 0.9671 2.1790 -0.6741
H15 -0.0895 0.8120 -0.2347
H16 -0.8232 2.4522 1.7372
H17 -0.1766 3.6857 0.6931
H18 -1.8854 3.5114 -0.8175
H19 -2.1472 1.8004 -0.5652
H20 -3.5337 3.8978 0.4798
H21 -4.6296 2.3357 1.9256
H22 -6.4584 1.5397 1.1002
H23 -6.7832 1.9217 -0.5702
H24 -5.1862 -0.5187 0.0726
H25 -5.1501 -0.5755 -2.1369
H26 -6.8846 -0.9927 -2.1491
H27 -6.3457 0.6719 -2.3126
H28 -8.2334 -0.6895 -0.0146
H29 -7.9474 -1.4189 2.3743
H30 -6.2890 -0.8078 2.3226
H31 -7.6841 0.2800 2.1587
H32 -7.3097 -2.7346 -0.8625
H33 -7.5180 -3.0243 0.8738
H34 -5.9329 -2.6388 0.2346
N2 8.4742 1.5229 -2.1288
C18 9.0232 1.3325 -3.3682
C19 8.0061 1.3692 -4.2841
C20 6.7959 1.5880 -3.5682
C21 7.1184 1.6790 -2.2423
H35 8.9880 1.5406 -1.2686
H36 10.0830 1.1907 -3.4912
H37 8.1152 1.2528 -5.3493
H38 5.8041 1.6660 -3.9796
H39 6.5016 1.8350 -1.3740
N3 8.5815 0.8446 2.9787
C22 8.7533 1.7980 3.9443
C23 9.3738 1.2058 5.0109
C24 9.5825 -0.1603 4.6746
C25 9.0816 -0.3511 3.4152
H40 8.1433 0.9928 2.0887
H41 8.4198 2.8097 3.7912
H42 9.6447 1.6945 5.9313
H43 10.0433 -0.9152 5.2888
H44 9.0364 -1.2306 2.7961
N4 -4.7278 -1.8975 6.2238
C26 -4.1232 -1.7833 5.0014
C27 -4.8577 -2.4978 4.0969
C28 -5.9572 -3.0584 4.8014
C29 -5.8585 -2.6673 6.1108
H45 -4.4003 -1.4705 7.0692
H46 -3.2258 -1.2032 4.8726
H47 -4.6332 -2.5998 3.0505
H48 -6.7454 -3.6638 4.3837
H49 -6.4934 -2.8549 6.9611
N5 -1.0000 6.1843 -2.2894
C30 -1.3583 7.2934 -3.0049
C31 -1.0250 7.0716 -4.3149
C32 -0.4440 5.7748 -4.3905
C33 -0.4439 5.2570 -3.1236
H50 -1.1269 6.0637 -1.3013
H51 -1.8207 8.1385 -2.5252
H52 -1.1845 7.7582 -5.1292
H53 -0.0753 5.2796 -5.2725
H54 -0.1018 4.3094 -2.7438
N6 0.8847 5.0856 5.3475
C34 -0.1050 5.4294 4.4623
C35 -0.7112 4.2775 4.0404
C36 -0.0637 3.1945 4.6947
C37 0.9152 3.7234 5.4924
H55 1.4941 5.7299 5.8129
H56 -0.2898 6.4596 4.2103
H57 -1.5259 4.2070 3.3366
H58 -0.2961 2.1484 4.5848
H59 1.6265 3.2509 6.1480
N7 -4.7844 0.9665 -6.5822
C38 -4.2857 1.0390 -5.3083
C39 -4.6572 2.2439 -4.7809
C40 -5.4103 2.9274 -5.7757
C41 -5.4718 2.1146 -6.8752
H60 -4.6603 0.1950 -7.2070
H61 -3.7148 0.2298 -4.8868
H62 -4.4184 2.5950 -3.7909
H63 -5.8556 3.9043 -5.6905
H64 -5.9422 2.2526 -7.8337
N8 -4.2314 -5.3071 7.5294
C42 -2.9007 -5.0043 7.5078
C43 -2.2485 -5.9219 8.2893
C44 -3.2297 -6.8162 8.7994
C45 -4.4428 -6.4092 8.3088
H65 -4.9441 -4.7915 7.0380
H66 -2.5334 -4.1704 6.9341
H67 -1.1872 -5.9526 8.4695
H68 -3.0632 -7.6611 9.4467
H69 -5.4324 -6.8097 8.4469
N9 8.5990 -4.0247 -4.9280
C46 8.8940 -3.1654 -3.9065
C47 9.5351 -3.8807 -2.9313
C48 9.6318 -5.2256 -3.3842
C49 9.0446 -5.2813 -4.6194
H70 8.1225 -3.7719 -5.7729
H71 8.6220 -2.1243 -3.9589
H72 9.8933 -3.4847 -1.9959
H73 10.0774 -6.0548 -2.8614
H74 8.9047 -6.1031 -5.3000
N10 -4.2340 -1.7681 -9.6334
C50 -4.8231 -0.8799 -10.4934
C51 -4.2701 -1.0692 -11.7303
C52 -3.3102 -2.1120 -11.6116
C53 -3.3117 -2.5216 -10.3063
H75 -4.4452 -1.8589 -8.6578
H76 -5.5816 -0.1957 -10.1538
H77 -4.5244 -0.5222 -12.6222
H78 -2.6906 -2.5134 -12.3953
H79 -2.7396 -3.2801 -9.8012
N11 -1.3157 -1.3521 2.5220
C54 -1.8915 -2.4075 1.8987
C55 -1.0091 -3.4586 1.9149
C56 0.1616 -3.0031 2.5862
C57 -0.0640 -1.6958 2.9464
H80 -1.7767 -0.4491 2.6219
H81 -2.8781 -2.3019 1.4841
H82 -1.1809 -4.4363 1.4955
H83 1.0614 -3.5654 2.7790
H84 0.5609 -0.9867 3.4635

=====

Record 8
ORCA calculation (ωB97M-V/def2-TZVPD) on a structure of composition C4H5N3O.

Output
Energy above the lowest of the compared OMol25 structures with the same formula, charge and spin ... 566.7 kJ/mol
Kohn-Sham gap ... 10.37 eV
E_LUMO ... 0.525 eV
Multiplicity ... 1

Positions of all 13 atoms, in Å:
C1 -1.3226 -0.1841 0.4456
C2 -1.0833 1.4089 0.2641
C3 1.7584 0.7488 -0.1440
C4 0.1213 -0.4237 0.1351
H1 -1.8591 -0.5899 -1.4084
H2 -1.7560 -0.4564 1.4744
H3 -2.0453 1.8265 -0.5276
H4 -1.1229 1.8855 1.2732
H5 2.4698 1.5454 -0.6267
N1 0.3186 0.7618 -0.3545
N2 2.0792 -0.4531 -0.0755
N3 1.0728 -1.2514 0.3386
O1 -2.1030 -0.8640 -0.4689

=====

Record 9
ORCA calculation (ωB97M-V/def2-TZVPD) on an isolated molecule of C3H3N3O2.

Output
Energy above the lowest of the compared OMol25 structures with the same formula, charge and spin ... 428.2 kJ/mol
SMILES string ... NC(=O)c1conn1
Kohn-Sham gap ... 10.69 eV
E_LUMO ... 0.125 eV
Multiplicity ... 1

Positions of all 11 atoms, in Å:
N1 -1.2655 -0.4698 -1.5912
C1 -1.0064 -0.3953 -0.2585
O1 -1.8463 -0.6978 0.5633
C2 0.3887 -0.0256 0.1290
C3 0.7816 -0.1438 1.4801
O2 1.9518 0.5548 1.5468
N2 2.3294 0.9187 0.2665
N3 1.4782 0.4986 -0.5918
H1 -2.4551 -0.2811 -1.8148
H2 -0.8530 0.4426 -2.2606
H3 0.4968 -0.4014 2.5311

=====

| no. | calculated total energy (hartree) |
| --- | --- |
| 1 | -4265.8876 |
| 2 | -1730.1905 |
| 3 | -6480.7200 |
| 4 | -227.3594 |
| 5 | -3652.9533 |
| 6 | -623.3312 |
| 7 | -3125.5931 |
| 8 | -394.7517 |
| 9 | -430.7579 |